# 1
DFT (the ωB97M-V functional and the def2-TZVPD basis) results for a structure of composition C18H14HfI4N5OSe at a distorted geometry.

Results
total charge	+3
HOMO-LUMO gap	4.61	eV
lowest unoccupied orbital energy	-0.405	Eh
HOMO level	-15.6295	eV

Positions of all 44 atoms, in Å:
Hf: -0.85590 -0.03871 -0.73617
I: 5.48410 -0.39485 3.41365
C: 3.93613 -0.14204 2.01986
C: 4.23414 0.23789 0.71480
C: 3.20275 0.42525 -0.18484
I: 3.55901 0.95129 -2.18671
C: 1.86733 0.23949 0.19878
O: 0.87990 0.56636 -0.68881
C: 1.57212 -0.18210 1.50367
C: 0.16701 -0.53059 1.98096
N: -0.93812 0.32479 1.41019
C: -0.74214 1.78597 1.65498
C: -1.21579 2.65607 0.50852
C: -1.50240 3.99285 0.70108
C: -1.73425 4.80135 -0.40520
C: -1.67739 4.24928 -1.67996
C: -1.44758 2.89762 -1.80125
N: -1.23503 2.10573 -0.72662
C: 2.62008 -0.35458 2.40242
H: 5.25833 0.39941 0.40713
H: 0.16295 -0.46057 3.06920
H: -0.06823 -1.56953 1.72317
H: -1.80840 0.04321 1.85922
H: 0.32979 1.96427 1.76800
H: -1.22216 2.10236 2.58067
H: -1.52700 4.40942 1.69956
H: -1.95088 5.85384 -0.27571
H: -1.82397 4.85706 -2.56162
H: -1.42976 2.41913 -2.77477
H: 2.41073 -0.66743 3.41823
I: -4.10619 0.81411 -1.54079
I: -6.36728 -0.54746 -2.03975
Se: -3.46548 -3.07333 -0.54408
N: -2.49341 -4.42350 -0.94101
C: -1.23144 -4.06702 -1.15667
C: -0.12003 -4.87115 -1.50825
C: 1.08551 -4.22955 -1.67176
C: 1.20160 -2.83570 -1.51797
N: 0.17557 -2.04933 -1.19242
C: -1.00875 -2.66900 -0.99934
N: -2.06305 -1.91459 -0.64724
H: -0.23395 -5.94042 -1.63974
H: 1.96822 -4.79543 -1.93658
H: 2.15328 -2.33983 -1.67682

Atomic forces in eV per Å
Hf -1.5 -0.2 -1.0
I -0.3 0.0 -0.3
C 0.4 -0.1 0.3
C 0.0 0.0 0.0
C -0.6 0.1 -0.5
I 0.1 -0.1 0.3
C 1.5 0.1 0.4
O 1.1 0.0 0.8
C -0.3 0.2 -0.3
C 0.7 -0.1 0.1
N 0.1 0.3 0.1
C 0.0 0.5 0.0
C 0.0 0.0 0.1
C 0.0 0.0 0.0
C 0.0 -0.1 0.0
C 0.0 0.0 0.0
C -0.1 0.1 0.0
N -0.6 0.8 -0.1
C 0.0 0.0 0.1
H 0.0 0.0 0.0
H -0.2 0.0 0.0
H -0.1 0.0 0.0
H -0.1 -0.1 0.0
H 0.0 -0.1 0.0
H 0.0 -0.2 0.0
H 0.0 0.0 0.0
H 0.0 0.0 0.0
H 0.0 0.0 0.0
H 0.0 0.0 0.0
H 0.0 0.0 0.0
I -0.1 0.1 0.0
I 0.4 0.0 0.1
Se -0.2 0.7 0.2
N 0.4 -0.7 -0.2
C -0.2 0.4 0.1
C 0.3 0.0 -0.1
C -0.2 -0.4 0.0
C 0.0 0.5 0.0
N -0.1 -0.2 -0.1
C -0.4 -0.7 0.0
N 0.0 -0.9 0.0
H 0.0 0.0 0.0
H 0.0 0.0 0.0
H 0.0 0.0 0.0

# 2
DFT (the ωB97M-V functional and the def2-TZVPD basis) results for a cluster of 2 separate species, C4H3ClF2O in total at a distorted geometry.

Results
HOMO-LUMO gap (alpha / beta)	8.91 / 7.90	eV
lowest unoccupied orbital energy (alpha / beta)	-0.017 / -0.053	Eh
HOMO level (alpha / beta)	-9.3701 / -9.3416	eV

Positions of all 11 atoms, in Å:
C: -0.06789 -1.10056 -0.09230
C: 0.31476 -0.23602 0.78666
C: 0.68417 0.23593 2.04559
C: 0.46844 2.10009 -0.29303
O: 0.10596 0.92429 2.83212
F: 1.66295 2.08977 -0.85576
F: -0.49318 2.04130 -1.19271
Cl: 2.38349 -0.28409 2.37874
H: -0.21547 -0.86929 -1.13557
H: -0.27555 -2.12932 0.18319
H: 0.33112 2.78194 0.53403

Atomic forces in eV per Å
C -0.2 -0.6 0.0
C -0.3 2.2 -1.5
C 0.5 -0.1 0.9
C 0.2 -2.2 0.2
O -0.1 -0.1 -0.2
F -0.4 0.2 0.1
F 0.3 0.2 0.2
Cl 0.1 0.1 0.1
H 0.0 0.2 -0.2
H 0.0 -0.1 0.1
H -0.1 0.1 0.1

# 3
DFT (the ωB97M-V functional and the def2-TZVPD basis) results for a structure of composition C16H37NO4Si2.

Results
HOMO-LUMO gap	8.72	eV
lowest unoccupied orbital energy	0.022	Eh
HOMO level	-8.1370	eV

Positions of all 60 atoms, in Å:
C: 0.37976 3.26055 1.37886
C: 0.32470 2.06778 1.58769
Si: 0.28259 0.26069 1.92086
C: 0.09887 -0.66042 0.30864
C: -1.29351 -1.28000 0.11153
C: -1.42386 -1.98962 -1.25003
O: -1.55714 -3.39394 -1.14467
C: -2.84684 -3.80656 -0.74180
O: -0.99683 -0.07651 2.89831
Si: -1.66916 0.88217 4.06532
O: -2.46186 -0.07173 5.15635
C: -2.84849 2.08895 3.30354
C: -3.42239 3.03689 4.37641
C: -3.63701 4.46915 3.88543
C: -4.50614 4.57565 2.64353
O: -4.35209 5.87466 2.07939
H: 0.42793 4.30352 1.19640
H: 1.54164 -0.05012 2.62275
H: 0.32104 0.02567 -0.51600
H: 0.84139 -1.46706 0.28762
H: -1.47757 -2.02238 0.89451
H: -2.06880 -0.51416 0.22333
H: -2.26393 -1.57542 -1.82776
H: -0.51393 -1.84075 -1.83866
H: -3.49591 -3.94220 -1.61695
H: -2.76196 -4.75407 -0.20885
H: -3.31476 -3.07445 -0.07213
H: -0.60227 1.55435 4.82963
H: -3.26109 -0.47786 4.80947
H: -3.64748 1.51183 2.81801
H: -2.35435 2.65856 2.50567
H: -2.74206 3.08956 5.23495
H: -4.36584 2.63997 4.76622
H: -2.67078 4.94271 3.67855
H: -4.10738 5.05138 4.68532
H: -4.24304 3.80052 1.91440
H: -5.55971 4.42709 2.91914
H: -4.42898 5.81986 1.12442
C: 1.84660 -2.80963 -4.33535
C: 2.48150 -1.52612 -3.82255
N: 3.15734 -1.69843 -2.54833
C: 3.48380 -0.45025 -1.88695
C: 4.50675 0.48472 -2.54271
C: 4.17691 -2.73397 -2.50724
C: 5.33730 -2.63015 -3.50498
H: 1.19336 -3.24477 -3.57725
H: 1.25205 -2.59736 -5.22477
H: 2.59246 -3.55521 -4.61271
H: 1.69580 -0.78188 -3.65990
H: 3.13429 -1.11209 -4.60828
H: 3.82152 -0.69058 -0.87432
H: 2.54274 0.09668 -1.76581
H: 5.52526 0.10879 -2.44997
H: 4.47275 1.46174 -2.05715
H: 4.29448 0.63558 -3.60218
H: 3.68371 -3.69783 -2.65076
H: 4.57093 -2.75228 -1.48793
H: 4.97962 -2.41334 -4.51291
H: 5.87312 -3.58013 -3.54582
H: 6.05493 -1.85774 -3.23152

Atomic forces in eV per Å
C -0.1 -0.9 0.1
C 0.0 0.9 -0.1
Si 0.1 -0.1 -0.2
C -0.1 -0.2 0.2
C 0.0 0.0 -0.1
C 0.0 0.1 -0.2
O 0.0 -0.1 0.2
C -0.1 0.1 -0.1
O 0.1 0.3 0.0
Si 0.0 -0.2 0.1
O 0.0 0.1 -0.2
C -0.2 0.0 0.0
C -0.1 0.1 0.0
C -0.1 0.1 0.1
C -0.2 -0.1 0.0
O 0.1 0.1 0.0
H 0.0 0.2 0.0
H 0.0 0.0 0.0
H 0.1 -0.1 0.1
H 0.0 0.1 -0.1
H 0.0 0.1 0.0
H 0.1 -0.1 0.0
H 0.1 -0.1 0.0
H -0.1 0.1 0.0
H 0.0 0.0 0.1
H 0.0 0.0 -0.1
H 0.0 -0.1 0.0
H 0.0 0.0 0.0
H 0.0 -0.1 0.1
H 0.1 0.1 0.0
H 0.1 -0.1 0.2
H -0.1 0.0 0.0
H 0.1 0.0 0.0
H -0.1 -0.1 -0.1
H 0.1 0.0 -0.1
H 0.0 0.1 0.1
H 0.1 -0.1 -0.1
H -0.1 0.0 0.0
C 0.0 0.0 0.0
C 0.0 0.0 0.0
N 0.0 0.0 -0.1
C -0.1 0.1 0.2
C 0.0 0.0 0.0
C 0.0 0.0 0.0
C 0.0 0.0 0.0
H 0.0 0.0 0.0
H 0.0 0.0 0.0
H 0.0 0.0 0.0
H 0.0 0.0 0.0
H 0.0 0.0 0.0
H 0.0 0.0 0.0
H 0.0 0.0 0.0
H 0.0 0.0 0.0
H 0.0 0.0 0.0
H 0.0 0.0 0.0
H 0.0 0.0 0.0
H 0.0 0.0 0.0
H 0.0 0.0 0.0
H 0.0 0.0 0.0
H 0.0 0.0 0.0

# 4
DFT (the ωB97M-V functional and the def2-TZVPD basis) results for a structure of composition C7H16NPS2 at a distorted geometry.

Results
HOMO-LUMO gap (alpha / beta)	7.64 / 7.64	eV
lowest unoccupied orbital energy (alpha / beta)	0.007 / 0.007	Eh
HOMO level (alpha / beta)	-7.4429 / -7.4416	eV

Positions of all 27 atoms, in Å:
C: -1.01163 -0.79115 1.14133
C: 0.35534 3.03358 0.28033
C: 1.58842 -0.27481 -2.68817
C: -3.72126 -0.89420 0.71555
C: 0.30656 -2.80522 2.40261
C: 1.12954 2.31414 -0.78196
C: 1.78541 -0.16026 -1.16031
N: 1.08322 0.90767 -0.49493
P: -1.18799 0.16793 -0.25211
S: -2.36466 -1.69511 1.69592
S: 0.57995 -1.06229 1.83466
H: 0.03569 3.96636 -0.04989
H: -0.76172 2.56377 0.40803
H: 0.79716 2.97944 1.25007
H: 1.88162 0.71090 -3.17904
H: 2.15533 -1.05538 -3.11466
H: 0.48831 -0.46526 -2.91172
H: -3.63542 -1.25009 -0.23383
H: -3.48873 0.16657 0.65778
H: -4.58882 -1.16027 1.39176
H: 0.05148 -3.38286 1.58442
H: -0.29277 -2.60742 3.25254
H: 1.38493 -3.18937 2.72251
H: 0.84165 2.43678 -1.83156
H: 2.25811 2.65564 -0.86349
H: 1.52733 -1.15472 -0.76207
H: 2.80294 0.04563 -1.01378

Atomic forces in eV per Å
C 1.0 0.3 -1.4
C -3.2 -2.0 -0.4
C -1.8 2.3 0.0
C 0.4 0.1 4.1
C 4.4 1.8 1.4
C 2.0 -1.1 -1.4
C -1.4 0.3 -1.7
N -3.0 -2.5 2.2
P 2.9 1.2 -0.3
S -0.7 0.3 0.1
S -0.1 -0.6 -0.1
H 0.2 2.2 -0.2
H 2.7 0.5 -0.3
H 0.4 0.2 0.5
H -0.4 -1.2 0.4
H 0.8 -0.9 -0.5
H 1.3 0.3 0.2
H -0.6 -1.4 -2.6
H -0.4 0.2 0.4
H 0.6 0.5 -1.5
H -1.3 -1.2 -1.2
H -0.9 -1.2 0.7
H -2.3 0.9 -0.4
H -0.7 0.9 0.1
H -1.7 -0.6 0.7
H 0.1 0.6 0.5
H 1.9 0.0 0.5

# 5
DFT (the ωB97M-V functional and the def2-TZVPD basis) results for a structure of composition C9H19IrNP at a distorted geometry.

Results
total charge	+1
HOMO-LUMO gap (alpha / beta)	5.02 / 6.51	eV
spin multiplicity	6
expectation value of S²	8.76
lowest unoccupied orbital energy (alpha / beta)	-0.110 / -0.222	Eh
HOMO level (alpha / beta)	-8.0217 / -12.5564	eV

Positions of all 31 atoms, in Å:
C: 1.95291 -0.00213 1.66140
Ir: 1.80840 -1.05937 -0.26362
N: 3.02138 -1.70524 -1.80204
H: 1.76881 -2.59020 0.46311
H: 2.75281 -2.65467 -2.11434
H: 2.43671 0.41893 0.69035
H: 2.91990 -0.09961 2.19080
H: 1.32568 -0.79310 2.20204
H: 1.46190 0.90722 1.88305
H: 2.89201 -1.10309 -2.61622
H: 4.02824 -1.74467 -1.62027
C: -1.24160 -1.99046 -0.82046
P: -0.20319 -0.52924 -0.76099
C: -0.16826 0.15202 -2.43666
C: -1.04583 0.66897 0.32413
C: -1.27615 1.98143 -0.11714
C: -1.96110 2.85510 0.71572
C: -2.36782 2.48337 1.97870
C: -2.09730 1.16615 2.41311
C: -1.44761 0.25207 1.58412
H: -0.77507 -2.75019 -1.45295
H: -2.21841 -1.66470 -1.20261
H: -1.33636 -2.40346 0.18467
H: -0.04450 -0.66490 -3.16062
H: -1.10894 0.68650 -2.57863
H: 0.64112 0.87907 -2.55546
H: -0.90167 2.26547 -1.09818
H: -2.18675 3.87178 0.37528
H: -2.96007 3.14685 2.63266
H: -2.43927 0.82845 3.38124
H: -1.22997 -0.80835 1.91981

Atomic forces in eV per Å
C 1.2 -0.4 2.7
Ir 1.7 -2.1 2.1
N 1.0 -0.5 -2.0
H 0.1 0.1 0.0
H 0.1 0.6 0.4
H -0.3 -0.8 -1.0
H -0.5 0.4 0.3
H 0.6 0.5 -1.7
H -0.4 1.1 0.7
H 0.3 -0.2 0.0
H -0.2 0.0 0.0
C -0.6 0.2 -0.2
P -1.8 1.0 -0.5
C -0.6 0.4 -0.1
C 0.1 -4.0 1.9
C 1.1 0.6 -2.5
C -2.2 2.4 3.3
C -0.3 2.8 -2.2
C -0.8 -0.9 2.9
C 2.1 -2.0 -3.3
H -0.2 0.1 0.0
H 0.1 -0.5 0.1
H -0.1 0.0 -0.1
H -0.2 0.3 0.2
H -0.1 -0.1 -0.6
H -0.1 -0.2 0.1
H -0.2 0.3 0.4
H 0.1 -0.4 0.1
H 0.5 -0.3 -0.6
H 0.0 0.1 0.0
H -0.4 1.4 -0.3

# 6
DFT (the ωB97M-V functional and the def2-TZVPD basis) results for a structure of composition C21H33N2O4P2Sn at a distorted geometry.

Results
total charge	+1
HOMO-LUMO gap	6.00	eV
lowest unoccupied orbital energy	-0.123	Eh
HOMO level	-9.3405	eV

Positions of all 63 atoms, in Å:
C: -0.76717 4.02051 -1.87320
C: -0.89610 2.67879 -1.39224
N: 0.13138 2.19264 -0.59136
C: 1.08020 3.01989 -0.12282
C: 1.08804 4.40219 -0.40354
C: 0.13439 4.90098 -1.29567
C: -1.97706 1.86384 -1.74541
P: -2.31280 0.27792 -0.91753
Sn: -0.30167 -0.32121 0.45971
P: 2.11986 0.63510 1.07172
C: 2.12200 2.49476 0.91115
C: -0.05852 -2.55166 0.45184
C: -1.09092 -3.31851 0.92482
C: -0.98908 -4.71515 0.98024
C: 0.18066 -5.32901 0.51802
C: 1.22689 -4.56598 0.01856
C: 1.11981 -3.14862 -0.03194
O: -0.60166 0.77596 -4.66192
O: -0.07171 -1.74866 -3.18209
H: -1.51357 4.35308 -2.58806
H: 1.77436 5.03105 0.16796
H: 0.10847 5.96659 -1.51543
C: -3.76456 0.87976 0.01465
C: -3.04453 -1.07618 -1.95629
H: 3.13843 2.82862 0.60515
H: 1.83998 2.93061 1.89341
H: -1.20653 0.97969 -3.89143
H: -2.68239 2.31904 -2.45809
C: 2.66952 0.31429 2.76025
C: 3.51539 0.21841 -0.01024
H: -2.01868 -2.83630 1.28106
H: -1.82026 -5.28456 1.39189
H: 0.26800 -6.42324 0.55685
H: 2.14473 -5.01822 -0.33533
H: 1.93646 -2.56461 -0.41604
H: 0.61722 -0.85407 -1.39096
H: 0.85651 -1.99843 -3.52857
H: -0.01760 -0.87373 -3.63408
H: 0.11594 1.44418 -4.71345
H: 1.14196 -0.51776 -1.06330
H: -4.61319 0.97032 -0.68491
H: -3.96081 0.17115 0.83152
H: -3.49730 1.87418 0.40326
H: -3.87281 -0.70027 -2.58934
H: -2.29715 -1.55730 -2.60835
H: -3.43850 -1.84940 -1.27009
H: 4.44496 0.67712 0.36240
H: 3.63707 -0.86961 -0.04954
H: 3.30854 0.57807 -1.02551
H: 3.61537 0.82813 2.97264
H: 1.91394 0.63216 3.48772
H: 2.81260 -0.76577 2.86320
O: -2.95416 -1.21946 2.31947
C: -2.25841 -0.40938 2.92332
C: -2.46854 0.11901 4.31038
C: -1.64607 1.38692 4.38242
C: -0.97473 1.49334 3.01700
O: -0.39812 2.46816 2.53688
N: -1.17456 0.26237 2.38239
H: -3.52591 0.28729 4.50304
H: -2.08389 -0.62152 5.01214
H: -2.23743 2.28314 4.60216
H: -0.86049 1.34055 5.15282

Atomic forces in eV per Å
C -0.2 0.4 0.5
C 1.5 -0.3 0.0
N -0.2 -0.5 0.3
C -0.2 1.1 0.3
C 0.4 -1.3 0.8
C -0.3 -0.7 -0.4
C 0.5 -1.3 -0.6
P -1.5 2.6 -2.0
Sn -0.4 0.1 1.6
P 0.0 1.8 0.1
C -0.9 -0.1 -0.4
C 1.1 1.4 -0.5
C -1.4 -0.5 0.6
C 0.5 0.4 -0.3
C -0.4 -0.4 0.3
C 0.0 1.5 -0.1
C -0.9 -1.2 0.7
O 0.0 0.1 0.9
O 3.1 0.5 -1.3
H 0.1 0.1 0.1
H -0.2 -0.1 -0.5
H 0.0 -0.3 -0.1
C 0.2 -0.7 1.0
C 0.4 -0.3 0.0
H -0.6 -0.3 0.3
H 0.3 -0.3 -0.6
H 1.1 0.3 -0.9
H 0.0 -0.6 0.6
C 0.0 -0.4 0.2
C 0.0 -0.6 -0.2
H 0.6 -0.4 -0.2
H 0.2 0.0 -0.2
H 0.0 0.6 0.0
H -0.1 -0.1 0.0
H 0.2 0.1 -0.2
H -1.0 -1.1 -1.7
H -2.0 -0.4 1.1
H -1.1 0.0 0.1
H -1.0 -0.4 0.4
H 1.7 1.0 0.3
H 0.4 -0.1 0.3
H -0.5 0.3 -0.2
H -0.2 -0.4 -0.1
H 0.5 0.1 0.5
H -0.2 0.3 0.3
H 0.1 0.4 -0.2
H -0.4 -0.1 -0.1
H 0.1 0.2 0.0
H 0.1 0.0 0.2
H -0.2 -0.1 -0.1
H 0.1 0.0 -0.2
H 0.1 0.1 0.1
O 1.1 0.6 0.6
C -0.6 -0.3 -0.5
C -0.3 -0.2 0.5
C 0.4 0.8 0.2
C 0.2 0.8 -0.1
O -0.5 -1.8 0.7
N 0.7 0.2 -1.4
H 0.0 -0.2 0.0
H -0.2 -0.2 0.0
H 0.2 -0.1 -0.2
H -0.2 0.0 -0.3

Energy (computed, eV): -127422.301, -24197.225, -42629.062, -39963.295, -23244.646, -57884.690